# 1
Molecular formula: C12H23N2O2P2SZr
Method: DFT, wB97M-V/def2-TZVPD

- Orbital gap (spin up / spin down): 3.8 / 3.8 eV
- Max |F|: 4.4 eV/A
- Net charge: +3
- E_LUMO (spin up / spin down): -0.4887 / -0.4887 Eh
- E_HOMO (spin up / spin down): -17.1 / -17.1 eV
- ΔE to the lowest compared entry with this formula, charge and spin: 405.36 kJ/mol

Last column: natural (NBO) charge in e.
Element x y z (Å)
Zr (0.423, 0.499, 0.671)  1.65
P (2.415, -1.254, 1.213)  0.84
C (2.378, -1.884, -0.476)  -0.29
C (1.113, -1.925, -1.134)  0.11
N (-0.013, -1.198, -0.692)  -0.62
C (-1.206, -1.458, -1.335)  0.25
C (-1.320, -2.441, -2.309)  -0.14
C (-0.171, -3.029, -2.826)  -0.11
C (1.052, -2.645, -2.329)  -0.12
C (-2.479, -0.726, -0.872)  -0.78
P (-2.245, 0.993, -0.239)  1.30
H (2.008, -3.016, -2.711)  0.27
H (-2.305, -2.735, -2.683)  0.28
H (-0.206, -3.831, -3.548)  0.29
H (-3.233, -0.620, -1.685)  0.30
H (-3.027, -1.269, -0.069)  0.32
H (2.773, 1.958, -1.210)  0.52
H (3.120, -1.388, -1.117)  0.27
H (-0.777, 6.639, -0.782)  0.47
O (2.124, 2.139, -0.530)  -0.97
H (2.080, 3.124, -0.486)  0.54
H (-0.654, 1.582, -0.188)  -0.21
O (-0.633, 6.575, 0.154)  -0.91
H (-0.430, 5.659, 0.343)  0.44
C (-2.950, 2.089, -1.504)  -0.97
H (-3.889, 1.682, -1.925)  0.30
H (-3.152, 3.084, -1.071)  0.30
H (-2.215, 2.202, -2.316)  0.28
C (-3.223, 1.275, 1.260)  -0.96
H (-2.890, 2.214, 1.737)  0.30
H (-4.295, 1.358, 1.000)  0.31
H (-3.070, 0.449, 1.976)  0.29
C (2.449, -2.985, 1.779)  -0.87
H (3.480, -3.328, 1.685)  0.28
H (2.054, -3.151, 2.776)  0.29
H (1.877, -3.576, 1.060)  0.25
C (4.065, -0.561, 1.566)  -0.94
H (4.117, -0.268, 2.622)  0.30
H (4.834, -1.313, 1.377)  0.28
H (4.296, 0.333, 0.976)  0.26
S (-1.137, 0.176, 5.365)  0.34
C (-0.724, 0.270, 3.836)  0.18
N (-0.414, 0.300, 2.643)  -0.90

Forces on atoms 1 to 6 (eV/Å):
Zr -1.1 -2.3 3.2
P 1.7 -0.1 0.1
C -1.1 4.3 -0.3
C -0.5 0.8 -0.6
N -0.4 -1.4 -0.4
C -0.4 0.5 1.1



# 2
Molecular formula: C12H23N2O3P2Ti
Method: DFT, wB97M-V/def2-TZVPD

- Orbital gap (spin up / spin down): 6.2 / 8.2 eV
- <S²>: 2.007
- Max |F|: 2.7 eV/A
- Spin multiplicity: 3
- Net charge: +1
- E_LUMO (spin up / spin down): -0.1088 / -0.1152 Eh
- E_HOMO (spin up / spin down): -9.2 / -11.3 eV

Last column: Löwdin spin population.
Element x y z (Å)
Ti (-0.790, -0.646, 0.289)  1.46
P (-0.232, 0.519, 2.397)  0.02
C (-1.916, 1.188, 2.104)  0.01
C (-2.018, 1.870, 0.794)  0.02
N (-1.424, 1.251, -0.271)  0.02
C (-1.494, 1.815, -1.505)  0.02
C (-2.090, 3.048, -1.688)  0.00
C (-2.708, 3.683, -0.622)  0.02
C (-2.685, 3.060, 0.617)  0.00
C (-0.883, 1.162, -2.755)  0.01
P (-0.681, -0.637, -2.692)  0.14
H (-3.161, 3.476, 1.495)  0.00
H (-2.044, 3.469, -2.692)  0.00
H (-3.191, 4.642, -0.761)  0.00
H (-1.554, 1.321, -3.633)  0.00
H (0.142, 1.573, -2.930)  0.00
H (-2.583, 0.119, 1.970)  0.00
H (-2.121, 1.841, 2.959)  0.00
H (-2.297, -4.794, -0.783)  0.00
O (-2.536, -1.035, 1.146)  0.04
H (-3.209, -1.631, 0.765)  0.01
H (-1.121, -0.760, -1.323)  0.11
O (-1.546, -4.232, -1.022)  0.01
H (-1.403, -3.634, -0.245)  0.01
C (-1.980, -1.429, -3.639)  0.01
H (-2.009, -1.044, -4.674)  0.00
H (-1.771, -2.509, -3.610)  0.00
H (-2.934, -1.250, -3.126)  0.00
C (0.928, -1.098, -3.329)  0.04
H (1.198, -2.112, -2.988)  0.00
H (0.896, -1.094, -4.439)  0.01
H (1.700, -0.386, -2.984)  0.00
C (0.771, 1.980, 2.616)  0.00
H (0.585, 2.339, 3.637)  0.00
H (1.828, 1.726, 2.463)  0.00
H (0.478, 2.745, 1.886)  0.00
C (-0.341, -0.407, 3.913)  0.01
H (0.590, -0.960, 4.069)  0.00
H (-0.506, 0.303, 4.726)  0.00
H (-1.165, -1.123, 3.860)  0.00
O (3.459, -0.290, 0.097)  0.02
C (2.315, -0.606, 0.106)  0.02
N (1.144, -0.897, 0.138)  0.01

Forces on atoms 1 to 6 (eV/Å):
Ti 1.3 -0.4 1.2
P -1.2 -0.4 -1.3
C -0.7 -0.7 1.0
C 0.7 -0.5 -0.3
N -0.3 0.8 -1.0
C -0.1 0.2 0.4



# 3
Molecular formula: C12H24AsCdN6SSe3SiTe
Method: DFT, wB97M-V/def2-TZVPD

- Orbital gap: 6.8 eV
- Max |F|: 4.4 eV/A
- Net charge: -1
- E_LUMO: 0.0906 Eh
- E_HOMO: -4.3 eV
- ΔE to the lowest compared entry with this formula, charge and spin: 24.42 kJ/mol

Last column: natural (NBO) charge in e.
Element x y z (Å)
Cd (-0.563, 1.444, 0.006)  1.39
C (-3.163, -3.759, -0.516)  -1.11
Si (-2.927, -3.390, 1.321)  1.63
C (-4.327, -4.215, 2.321)  -1.10
C (-1.423, -4.301, 2.122)  -1.08
C (-2.974, -1.588, 1.628)  -0.59
C (-3.868, -1.081, 2.593)  -0.12
C (-3.907, 0.264, 3.030)  -0.31
C (-2.918, 1.096, 2.388)  0.09
N (-2.087, 0.603, 1.460)  -0.63
C (-2.004, -0.683, 1.130)  0.14
S (-0.570, -1.031, 0.127)  -0.48
H (-3.438, -4.771, -0.775)  0.23
H (-2.217, -3.454, -0.994)  0.26
H (-4.005, -3.108, -0.881)  0.24
H (-4.173, -5.294, 2.361)  0.23
H (-5.321, -3.967, 1.971)  0.22
H (-4.303, -3.943, 3.335)  0.22
H (-1.557, -4.463, 3.164)  0.22
H (-0.530, -3.703, 1.910)  0.25
H (-1.218, -5.235, 1.607)  0.23
H (-4.632, -1.763, 3.041)  0.21
H (-4.692, 0.613, 3.621)  0.21
H (-2.807, 2.112, 2.681)  0.21
Se (0.082, 3.429, 1.531)  -0.68
Se (0.429, 4.837, -0.373)  -0.22
Te (-1.772, 4.465, -1.567)  0.16
Se (-1.863, 2.054, -2.362)  -0.81
C (3.292, -0.533, 1.162)  -0.93
As (3.260, 0.529, -0.529)  0.87
C (4.134, -0.991, -1.517)  -0.93
C (4.698, 1.689, -0.065)  -0.99
H (3.889, -1.448, 1.055)  0.21
H (2.260, -0.721, 1.413)  0.24
H (3.755, 0.142, 1.860)  0.21
H (3.397, -1.775, -1.336)  0.22
H (5.097, -1.319, -1.057)  0.20
H (4.309, -0.782, -2.556)  0.22
H (5.608, 1.099, -0.002)  0.21
H (4.570, 2.139, 0.954)  0.23
H (4.883, 2.536, -0.676)  0.23
N (1.514, 2.703, -3.248)  -0.63
N (2.118, 3.769, -3.879)  0.13
N (1.635, 5.065, -3.715)  -0.28
C (2.595, 5.745, -4.296)  0.10
N (3.555, 4.928, -4.881)  -0.32
N (3.225, 3.707, -4.516)  -0.02
H (0.529, 2.780, -3.264)  0.41
H (1.827, 2.717, -2.293)  0.38
H (2.604, 6.854, -4.500)  0.21

Forces on atoms 1 to 6 (eV/Å):
Cd 0.2 0.8 -0.7
C -0.3 1.2 0.1
Si -0.2 -2.3 0.5
C 0.2 -0.1 -1.2
C 0.2 1.2 -2.1
C 0.4 0.9 1.0



# 4
Molecular formula: C12H24AsF6O10SZr
Method: DFT, wB97M-V/def2-TZVPD

- Orbital gap (spin up / spin down): 10.3 / 4.8 eV
- <S²>: 0.754
- Max |F|: 1.7 eV/A
- Spin multiplicity: 2
- Net charge: +2
- E_LUMO (spin up / spin down): -0.2253 / -0.4259 Eh
- E_HOMO (spin up / spin down): -16.4 / -16.4 eV
- ΔE to the lowest compared entry with this formula, charge and spin: 121.22 kJ/mol

Last column: Löwdin spin population.
Element x y z (Å)
Zr (-1.178, 0.851, 0.130)  0.00
C (0.014, 0.720, 3.132)  0.00
C (0.012, -0.736, 2.791)  0.00
O (-0.904, -0.896, 1.682)  0.00
C (-1.773, -2.039, 1.789)  0.00
C (-2.896, -1.857, 0.789)  0.00
O (-2.379, -1.143, -0.359)  0.01
C (-2.284, -1.873, -1.581)  0.03
C (-0.977, -2.676, -1.750)  0.09
O (-0.039, -2.385, -0.776)  0.54
C (1.334, -2.591, -0.996)  0.07
C (2.011, -1.216, -1.205)  0.08
O (1.844, -0.468, -0.039)  0.02
C (2.696, 0.690, -0.009)  0.00
C (2.120, 1.834, -0.806)  0.00
O (0.850, 2.290, -0.309)  0.00
C (0.871, 3.349, 0.648)  0.00
C (0.739, 2.744, 2.040)  0.00
O (0.189, 1.407, 1.871)  0.00
H (0.852, 0.953, 3.788)  0.00
H (-0.916, 1.050, 3.594)  0.00
H (-0.325, -1.325, 3.642)  0.00
H (0.996, -1.076, 2.471)  0.00
H (-2.184, -2.083, 2.797)  0.00
H (-1.187, -2.941, 1.605)  0.00
H (-3.704, -1.260, 1.194)  0.00
H (-3.295, -2.819, 0.474)  0.00
H (-2.318, -1.147, -2.382)  0.01
H (-3.146, -2.528, -1.666)  0.00
H (-0.532, -2.583, -2.749)  0.02
H (-1.184, -3.764, -1.611)  0.07
H (1.512, -3.246, -1.848)  0.01
H (1.707, -3.007, -0.056)  0.02
H (1.539, -0.741, -2.070)  0.00
H (3.063, -1.425, -1.415)  0.00
H (3.675, 0.438, -0.425)  0.00
H (2.830, 0.945, 1.040)  0.00
H (1.950, 1.552, -1.842)  0.00
H (2.817, 2.671, -0.793)  0.00
H (0.035, 3.999, 0.410)  0.00
H (1.789, 3.926, 0.565)  0.00
H (0.077, 3.326, 2.678)  0.00
H (1.702, 2.619, 2.534)  0.00
O (-2.103, 0.662, -3.175)  0.00
S (-1.009, 1.296, -2.518)  0.00
O (0.033, 1.861, -3.294)  0.00
O (-0.384, 0.185, -1.526)  0.01
O (-1.497, 2.195, -1.386)  0.00
F (-3.457, 1.221, -0.304)  0.00
As (-3.723, 2.289, 1.082)  0.00
F (-2.780, 0.861, 1.818)  0.00
F (-5.196, 1.542, 1.322)  0.00
F (-3.714, 3.027, 2.580)  0.00
F (-4.149, 3.596, 0.146)  0.00
F (-1.941, 2.767, 0.955)  0.00

Forces on atoms 1 to 6 (eV/Å):
Zr 0.3 0.7 1.5
C 0.1 0.1 0.0
C -0.1 -0.1 0.0
O 0.1 -0.1 0.1
C 0.1 0.0 0.0
C 0.0 0.0 -0.1



# 5
Molecular formula: C12H24AuN4NbOS
Method: DFT, wB97M-V/def2-TZVPD

- Orbital gap (spin up / spin down): 4.5 / 4.6 eV
- Max |F|: 8.4 eV/A
- Net charge: +2
- E_LUMO (spin up / spin down): -0.4137 / -0.4134 Eh
- E_HOMO (spin up / spin down): -15.8 / -15.8 eV
- ΔE to the lowest compared entry with this formula, charge and spin: 503.88 kJ/mol

Last column: natural (NBO) charge in e.
Element x y z (Å)
N (-0.983, 0.934, 1.843)  -0.75
C (-1.954, 1.420, 2.854)  0.53
O (-2.822, 2.225, 2.946)  -0.34
Au (-1.475, 0.589, 4.608)  0.98
Nb (0.485, 0.593, 0.540)  1.80
N (-0.389, 1.328, -1.064)  -0.56
N (0.763, -1.369, 0.201)  -0.54
C (-1.780, 1.495, -1.464)  0.09
C (1.602, -2.376, 0.878)  0.11
C (-2.536, 0.308, -0.926)  -0.63
C (-1.874, 1.505, -2.982)  -0.62
C (-2.329, 2.776, -0.872)  -0.61
C (0.787, -3.690, 0.894)  -0.62
C (2.993, -2.696, 0.180)  -0.64
C (1.904, -1.887, 2.299)  -0.63
H (-2.216, -0.658, -1.302)  0.22
H (-3.583, 0.382, -1.206)  0.26
H (-2.504, 0.217, 0.142)  0.21
H (-1.418, 2.407, -3.400)  0.23
H (-2.941, 1.494, -3.298)  0.26
H (-1.390, 0.632, -3.403)  0.22
H (-2.205, 2.806, 0.211)  0.20
H (-3.373, 2.870, -1.113)  0.25
H (-1.825, 3.673, -1.244)  0.23
H (-0.258, -3.382, 1.219)  0.21
H (1.229, -4.380, 1.634)  0.25
H (0.684, -4.157, -0.092)  0.24
H (2.939, -3.205, -0.786)  0.23
H (3.574, -3.383, 0.797)  0.26
H (3.671, -1.815, 0.073)  0.22
H (2.577, -1.011, 2.306)  0.23
H (2.347, -2.710, 2.865)  0.26
H (0.934, -1.595, 2.743)  0.19
C (0.510, -1.668, -1.193)  -0.48
H (0.245, -0.765, -1.797)  0.23
H (1.485, -2.019, -1.592)  0.25
H (-0.276, -2.432, -1.389)  0.25
C (0.565, 2.285, -1.655)  -0.48
H (0.099, 3.281, -1.727)  0.25
H (1.478, 2.395, -1.073)  0.24
H (0.922, 2.005, -2.648)  0.25
S (2.697, 1.549, 1.314)  0.01
C (2.092, 2.634, 2.433)  -0.02
N (1.549, 3.396, 3.247)  -0.25

Forces on atoms 1 to 6 (eV/Å):
N -3.5 1.6 5.2
C 2.5 0.7 -6.6
O 1.1 -1.5 0.4
Au 0.7 -0.6 0.5
Nb -0.7 -0.9 -0.5
N 2.1 0.3 2.1